ORCA calculation (wB97M-V/def2-TZVPD) on a molecular structure, C3HAgO2.

Structure (ORCA input):
```
! wB97M-V def2-TZVPD RIJCOSX def2/J DEFGRID3
* xyz 1 2
C -1.607 -2.074 0.313
H -1.341 -3.120 0.376
C -1.852 -0.894 0.221
O -2.456 1.006 0.127
C -3.342 1.651 -0.398
Ag -5.620 4.412 -1.505
O -3.809 2.713 -0.583
*
```

## Properties
Gap between HOMO and LUMO (alpha / beta)   5.716 / 5.286 eV
LUMO level (alpha / beta)   -7.22 / -7.23 eV
HOMO energy (alpha / beta)   -12.9 / -12.5 eV
Relative energy (zero: lowest compared OMol25 entry of this formula, charge and spin)   3.4968 eV
Energy   -11206.2482 eV



ORCA calculation (wB97M-V/def2-TZVPD) on a molecular structure, C3HBaFO2.

Structure (ORCA input):
```
! wB97M-V def2-TZVPD RIJCOSX def2/J DEFGRID3
* xyz 1 2
F -2.375 0.477 0.893
O -0.141 -1.151 0.117
O 1.849 -0.060 0.167
C -0.830 -0.273 -0.650
C -1.953 0.364 -0.388
C 1.073 -0.895 0.527
H -2.485 0.989 -1.103
Ba 4.862 0.549 0.436
*
```

## Properties
Gap between HOMO and LUMO (alpha / beta)   3.327 / 3.293 eV
LUMO level (alpha / beta)   -5.98 / -5.97 eV
HOMO energy (alpha / beta)   -9.3 / -9.3 eV
Relative energy (zero: lowest compared OMol25 entry of this formula, charge and spin)   1.3514 eV
Energy   -10619.5933 eV



ORCA calculation (wB97M-V/def2-TZVPD) on a single C3HBr2N molecule.

Structure (ORCA input):
```
! wB97M-V def2-TZVPD RIJCOSX def2/J DEFGRID3
* xyz 0 1
C -1.890 0.475 0.534
C -0.763 0.177 0.259
C 0.827 -0.253 -1.290
N 0.458 -0.144 -0.122
Br 1.739 -0.380 1.720
Br 2.503 -0.617 -1.891
H -2.874 0.742 0.791
*
```

## Properties
Gap between HOMO and LUMO (alpha / beta)   7.402 / 7.756 eV
LUMO level (alpha / beta)   -1.92 / -1.80 eV
HOMO energy (alpha / beta)   -9.3 / -9.6 eV
Relative energy (zero: lowest compared OMol25 entry of this formula, charge and spin)   1.7180 eV
Energy   -144696.8893 eV



ORCA calculation (wB97M-V/def2-TZVPD) on a molecular structure, C3HBr2O2.

Structure (ORCA input):
```
! wB97M-V def2-TZVPD RIJCOSX def2/J DEFGRID3
* xyz -1 1
C -0.025 1.142 -0.138
C 0.488 -0.044 -0.237
C -0.665 -1.447 0.438
O -1.791 -1.150 0.179
O 0.018 -2.269 0.963
Br 0.773 2.916 -0.589
Br 2.233 -0.443 -0.831
H -1.030 1.296 0.217
*
```

## Properties
Gap between HOMO and LUMO   7.735 eV
LUMO level   3.21 eV
HOMO energy   -4.5 eV
Relative energy (zero: lowest compared OMol25 entry of this formula, charge and spin)   0.3066 eV
Energy   -147308.0283 eV



ORCA calculation (wB97M-V/def2-TZVPD) on 2 unconnected molecules or ions with the total composition C3HBrF2N2O.

Structure (ORCA input):
```
! wB97M-V def2-TZVPD RIJCOSX def2/J DEFGRID3
* xyz 0 1
C 1.682 -0.577 -0.744
C 0.602 -0.070 -0.070
C -2.136 -0.178 0.726
N 2.546 0.429 -0.833
N 2.038 1.499 -0.331
O 0.795 1.267 0.206
F -2.409 1.116 0.496
F -2.343 -0.506 2.001
Br -2.847 -1.520 -0.395
H 2.072 -1.461 -1.056
*
```

## Properties
Gap between HOMO and LUMO (alpha / beta)   9.383 / 7.714 eV
LUMO level (alpha / beta)   -1.26 / -2.10 eV
HOMO energy (alpha / beta)   -10.6 / -9.8 eV
Relative energy (zero: lowest compared OMol25 entry of this formula, charge and spin)   0.7172 eV
Energy   -83625.1985 eV



ORCA calculation (wB97M-V/def2-TZVPD) on a single C3HBrN4 molecule.

Structure (ORCA input):
```
! wB97M-V def2-TZVPD RIJCOSX def2/J DEFGRID3
* xyz 0 1
C -1.843 1.529 -0.132
C -1.193 0.497 -0.658
C 0.713 2.365 -0.034
N -2.593 2.297 0.354
N 0.191 3.368 -0.177
N 1.002 1.042 0.259
N -0.045 0.154 -0.459
Br 2.869 0.366 0.012
H 0.478 -0.609 -0.857
*
```

## Properties
Gap between HOMO and LUMO   7.611 eV
LUMO level   -2.04 eV
HOMO energy   -9.7 eV
Relative energy (zero: lowest compared OMol25 entry of this formula, charge and spin)   4.9584 eV
Energy   -79123.8725 eV



ORCA calculation (wB97M-V/def2-TZVPD) on 2 unconnected molecules or ions with the total composition C3HBrNO2S.

Structure (ORCA input):
```
! wB97M-V def2-TZVPD RIJCOSX def2/J DEFGRID3
* xyz -1 1
C 0.001 0.361 0.239
C -1.419 -0.212 0.568
C -1.474 3.353 1.077
N -2.338 0.448 -0.173
O -1.460 -1.268 1.186
O -2.407 2.984 0.545
S 0.310 1.617 -0.666
Br -4.072 -0.296 -0.183
H 0.764 -0.198 0.714
*
```

## Properties
Gap between HOMO and LUMO   7.281 eV
LUMO level   3.25 eV
HOMO energy   -4.0 eV
Relative energy (zero: lowest compared OMol25 entry of this formula, charge and spin)   0.0255 eV
Energy   -89589.4539 eV



ORCA calculation (wB97M-V/def2-TZVPD) on a gas-phase ion, C3HBrNO3 (charge -1).

Structure (ORCA input):
```
! wB97M-V def2-TZVPD RIJCOSX def2/J DEFGRID3
* xyz -1 1
C -0.919 -0.755 0.702
C 2.396 -0.370 1.174
C -0.422 -1.689 -0.175
N 2.050 -1.203 0.339
O 3.126 0.361 1.690
O -0.804 -2.391 -1.067
O 1.044 -2.074 0.161
Br -2.811 -0.056 0.552
H -0.427 -0.115 1.550
*
```

## Properties
Gap between HOMO and LUMO   7.101 eV
LUMO level   3.42 eV
HOMO energy   -3.7 eV
Relative energy (zero: lowest compared OMol25 entry of this formula, charge and spin)   2.5693 eV
SMILES string   O=C=NO/C([O-])=C/Br
Energy   -80800.2867 eV



ORCA calculation (wB97M-V/def2-TZVPD) on a gas-phase ion, C3HBrO5 (charge -2).

Structure (ORCA input):
```
! wB97M-V def2-TZVPD RIJCOSX def2/J DEFGRID3
* xyz -2 1
C -1.518 1.933 -0.252
C -0.910 0.069 1.583
C -1.355 0.417 0.120
O -2.568 2.247 -0.825
O 0.216 -0.448 1.701
O -0.566 2.641 0.096
O -1.737 0.345 2.456
O -0.052 -0.199 -0.908
Br -2.853 -0.617 -0.423
H 0.509 -0.435 -0.153
*
```

## Properties
Gap between HOMO and LUMO   6.655 eV
LUMO level   5.70 eV
HOMO energy   -1.0 eV
Relative energy (zero: lowest compared OMol25 entry of this formula, charge and spin)   0.7877 eV
SMILES string   O=C([O-])C(O)(Br)C(=O)[O-]
Energy   -83406.7963 eV



ORCA calculation (wB97M-V/def2-TZVPD) on a gas-phase ion, C3HCl4O2 (charge -1).

Structure (ORCA input):
```
! wB97M-V def2-TZVPD RIJCOSX def2/J DEFGRID3
* xyz -1 1
C 1.000 -1.340 -0.168
C 0.606 0.448 0.273
C -0.953 0.456 -0.205
O 0.303 -2.125 0.414
O 1.934 -1.361 -0.938
Cl 0.603 0.832 2.023
Cl -1.060 0.530 -1.998
Cl -2.016 -0.762 0.454
Cl -1.658 2.187 0.466
H 1.241 1.135 -0.319
*
```

## Properties
Gap between HOMO and LUMO   7.752 eV
LUMO level   3.18 eV
HOMO energy   -4.6 eV
SMILES string   O=C([O-])[C@H](Cl)C(Cl)(Cl)Cl
Energy   -57313.0018 eV



ORCA calculation (wB97M-V/def2-TZVPD) on a single C3HClF2 molecule.

Structure (ORCA input):
```
! wB97M-V def2-TZVPD RIJCOSX def2/J DEFGRID3
* xyz 0 1
C 0.066 -0.285 -0.844
C -0.082 0.186 0.530
C -0.144 0.344 1.730
H -0.124 0.641 2.779
F 1.147 -0.993 -1.004
F -1.004 -0.991 -1.229
Cl 0.141 1.099 -1.962
*
```

## Properties
Gap between HOMO and LUMO   12.033 eV
LUMO level   0.89 eV
HOMO energy   -11.1 eV
Relative energy (zero: lowest compared OMol25 entry of this formula, charge and spin)   0.0576 eV
SMILES string   C#CC(F)(F)Cl
Energy   -21082.3336 eV



ORCA calculation (wB97M-V/def2-TZVPD) on 2 unconnected molecules or ions with the total composition C3HClF2OS.

Structure (ORCA input):
```
! wB97M-V def2-TZVPD RIJCOSX def2/J DEFGRID3
* xyz 0 1
C 1.040 0.535 0.005
C -0.219 -0.231 0.156
C -1.409 0.413 -0.027
H 1.920 -1.710 0.899
O 1.061 1.769 -0.339
F -0.326 -1.473 0.178
F -1.737 1.692 0.055
S 2.523 -0.434 -0.438
Cl -2.852 -0.561 -0.490
*
```

## Properties
Gap between HOMO and LUMO   8.624 eV
LUMO level   -1.43 eV
HOMO energy   -10.1 eV
Relative energy (zero: lowest compared OMol25 entry of this formula, charge and spin)   3.5011 eV
Energy   -33962.9108 eV



ORCA calculation (wB97M-V/def2-TZVPD) on a single C3HClF4N2 molecule.

Structure (ORCA input):
```
! wB97M-V def2-TZVPD RIJCOSX def2/J DEFGRID3
* xyz 0 1
C 0.449 -0.283 -1.245
C -0.533 -0.302 -0.068
C -0.089 0.394 1.147
H 0.529 0.609 -1.785
N 0.132 1.818 1.329
N -0.685 1.367 2.063
F 1.633 -0.497 -0.684
F -0.839 -1.557 0.349
F -1.780 0.340 -0.271
F 0.959 -0.357 1.703
Cl 0.225 -1.534 -2.537
*
```

## Properties
Gap between HOMO and LUMO   10.928 eV
LUMO level   -0.13 eV
HOMO energy   -11.1 eV
Relative energy (zero: lowest compared OMol25 entry of this formula, charge and spin)   0.8766 eV
SMILES string   F[C@@H](Cl)C(F)(F)C1(F)N=N1
Energy   -29496.6822 eV



ORCA calculation (wB97M-V/def2-TZVPD) on a molecular structure, C3HCoO2.

Structure (ORCA input):
```
! wB97M-V def2-TZVPD RIJCOSX def2/J DEFGRID3
* xyz 1 4
H 1.570 0.087 1.004
C 0.608 -0.134 0.540
C -0.197 0.672 -0.166
O 0.346 -1.445 0.196
Co -0.629 2.556 -0.025
O -1.016 -0.240 -0.889
C -0.682 -1.496 -0.659
*
```

## Properties
Gap between HOMO and LUMO (alpha / beta)   6.994 / 5.653 eV
LUMO level (alpha / beta)   -6.99 / -8.28 eV
HOMO energy (alpha / beta)   -14.0 / -13.9 eV
Energy   -44835.2741 eV



ORCA calculation (wB97M-V/def2-TZVPD) on a molecular structure, C3HErLiO4.

Structure (ORCA input):
```
! wB97M-V def2-TZVPD RIJCOSX def2/J DEFGRID3
* xyz 3 4
O 1.848 0.428 0.008
C 1.646 -0.910 0.179
O 0.376 -1.245 0.121
O 2.544 -1.661 -0.085
Er 0.242 2.006 -0.049
C -0.604 -0.241 0.105
C -1.865 -0.540 0.147
O -3.042 -0.654 0.200
Li -4.710 -1.037 -0.606
H 2.766 0.505 -0.378
*
```

## Properties
Gap between HOMO and LUMO (alpha / beta)   6.427 / 6.609 eV
LUMO level (alpha / beta)   -14.84 / -14.68 eV
HOMO energy (alpha / beta)   -21.3 / -21.3 eV
Energy   -39109.2777 eV



ORCA calculation (wB97M-V/def2-TZVPD) on a molecular structure, C3HF3O.

Structure (ORCA input):
```
! wB97M-V def2-TZVPD RIJCOSX def2/J DEFGRID3
* xyz 0 1
C -1.420 -0.824 -0.222
C -2.157 0.372 -0.167
C -0.248 -0.026 -0.481
O -0.950 1.212 -0.371
F -1.487 -2.141 -0.059
F -3.369 0.907 0.005
F 0.206 -0.132 -1.768
H 0.568 0.046 0.204
*
```

## Properties
Gap between HOMO and LUMO   10.484 eV
LUMO level   0.73 eV
HOMO energy   -9.8 eV
Relative energy (zero: lowest compared OMol25 entry of this formula, charge and spin)   2.5317 eV
Energy   -13323.8976 eV



ORCA calculation (wB97M-V/def2-TZVPD) on 2 unconnected molecules or ions with the total composition C3HF4NO3.

Structure (ORCA input):
```
! wB97M-V def2-TZVPD RIJCOSX def2/J DEFGRID3
* xyz 0 1
C -1.164 0.765 -1.981
C -0.132 0.574 0.260
C -1.303 0.048 1.095
N 0.470 1.790 0.598
O 1.562 1.945 0.134
O -1.919 -0.084 -2.179
O -0.189 2.613 1.240
F -0.650 1.747 -2.613
F -1.048 -0.378 2.338
F -1.951 -0.894 0.467
F -2.105 1.083 1.323
H 0.501 -0.176 0.031
*
```

## Properties
Gap between HOMO and LUMO (alpha / beta)   8.452 / 8.460 eV
LUMO level (alpha / beta)   -2.32 / -2.32 eV
HOMO energy (alpha / beta)   -10.8 / -10.8 eV
Energy   -21623.4700 eV



ORCA calculation (wB97M-V/def2-TZVPD) on 2 unconnected molecules or ions with the total composition C3HF5NO.

Structure (ORCA input):
```
! wB97M-V def2-TZVPD RIJCOSX def2/J DEFGRID3
* xyz -1 3
C -0.533 0.009 -0.845
C 0.815 -0.402 -1.402
C -0.505 0.947 1.742
N -0.371 -1.163 -1.552
O -0.712 -2.231 -2.111
F 1.456 0.198 -2.478
F 1.857 -0.896 -0.664
F -1.513 0.351 2.430
F 0.597 0.355 2.315
F -0.485 2.239 2.090
H -0.607 0.592 0.475
*
```

## Properties
Gap between HOMO and LUMO (alpha / beta)   5.462 / 6.350 eV
LUMO level (alpha / beta)   4.09 / 2.05 eV
HOMO energy (alpha / beta)   -1.4 / -4.3 eV
Relative energy (zero: lowest compared OMol25 entry of this formula, charge and spin)   0.0000 eV
Energy   -20245.6481 eV



ORCA calculation (wB97M-V/def2-TZVPD) on a molecular structure, C3HF7P2.

Structure (ORCA input):
```
! wB97M-V def2-TZVPD RIJCOSX def2/J DEFGRID3
* xyz 0 1
C -0.700 -0.935 0.207
C 0.245 -0.051 -0.119
C 1.154 -0.127 -1.286
F 2.139 0.746 -1.311
F 0.330 0.108 -2.353
F 1.713 -1.333 -1.388
F -2.982 -1.389 1.343
F -2.440 0.670 0.259
F 1.235 2.445 0.382
F 1.772 0.769 1.845
P -1.887 -0.202 1.520
P 0.428 1.301 1.122
H -1.005 -2.002 -0.222
*
```

## Properties
Gap between HOMO and LUMO   9.517 eV
LUMO level   -0.51 eV
HOMO energy   -10.0 eV
Relative energy (zero: lowest compared OMol25 entry of this formula, charge and spin)   0.0000 eV
Energy   -40729.2972 eV



ORCA calculation (wB97M-V/def2-TZVPD) on a molecular structure, C3HFKO3.

Structure (ORCA input):
```
! wB97M-V def2-TZVPD RIJCOSX def2/J DEFGRID3
* xyz 0 2
O -0.661 0.815 1.417
C -0.518 -0.527 1.629
C -0.289 1.072 0.156
O -0.859 -1.111 2.600
O -0.021 -1.068 0.486
C 0.095 -0.134 -0.511
H -0.281 2.108 -0.174
F 2.178 -0.338 -2.045
K 0.355 -0.818 -3.558
*
```

## Properties
Gap between HOMO and LUMO (alpha / beta)   8.169 / 6.719 eV
LUMO level (alpha / beta)   -0.76 / -1.72 eV
HOMO energy (alpha / beta)   -8.9 / -8.4 eV
Relative energy (zero: lowest compared OMol25 entry of this formula, charge and spin)   0.0196 eV
Energy   -28309.0478 eV